55
Properties=species:S:1:pos:R:3:lowdin_charge:R:1 method="wB97M-V/def2-TZVPD" total_charge=+1
Sn -1.553 0.172 -0.354 0.9288
N -3.038 -2.770 1.125 0.1323
C -2.171 -3.011 0.119 -0.6750
N -1.525 -2.073 -0.529 -0.1184
C -0.704 -2.589 -1.521 -0.3523
C -0.756 -3.932 -1.642 -0.3103
S -1.836 -4.600 -0.475 1.1129
C 0.105 -1.643 -2.270 -0.3491
C 0.976 -1.898 -3.269 -0.3114
S 1.716 -0.437 -3.810 1.1139
C 0.798 0.454 -2.646 -0.6787
N 0.003 -0.302 -1.926 -0.1052
N 0.875 1.795 -2.533 0.1361
H -2.979 -1.881 1.596 0.0948
H -3.387 -3.542 1.666 0.1106
H -0.224 -4.568 -2.329 0.0891
H 1.229 -2.844 -3.717 0.0893
H 1.601 2.290 -3.020 0.1123
H 0.509 2.229 -1.700 0.0953
C -3.251 -1.029 -3.647 -0.2196
Si -3.401 0.267 -2.269 0.3551
C -5.092 0.047 -1.434 -0.2419
C -3.338 1.988 -3.072 -0.2406
H -4.063 -0.892 -4.364 0.0350
H -3.321 -2.048 -3.258 0.0206
H -2.308 -0.941 -4.193 0.0203
H -5.902 0.186 -2.153 0.0330
H -5.229 0.776 -0.632 0.0229
H -5.198 -0.951 -1.001 0.0169
H -4.161 2.115 -3.778 0.0330
H -2.404 2.143 -3.617 0.0160
H -3.421 2.774 -2.318 0.0228
C 3.050 -1.378 2.544 -0.3310
As 1.419 -0.795 1.629 1.0714
C 0.425 -0.285 3.244 -0.3450
C 1.989 1.033 1.043 -0.3827
C 2.783 1.801 2.049 -0.3306
C 4.176 1.743 2.048 -0.0713
C 4.918 2.428 2.997 -0.0772
C 4.276 3.184 3.968 -0.0856
C 2.891 3.261 3.973 -0.0763
C 2.152 2.576 3.020 -0.0674
H 3.408 -0.605 3.223 0.0220
H 3.836 -1.617 1.829 0.0216
H 2.821 -2.276 3.117 0.0219
H 1.083 0.180 3.977 0.0229
H -0.015 -1.178 3.690 0.0161
H -0.379 0.407 2.995 -0.0050
H 1.068 1.565 0.795 0.0107
H 2.562 0.899 0.122 0.0590
H 4.679 1.156 1.287 0.1121
H 5.999 2.378 2.977 0.1063
H 4.853 3.719 4.710 0.1048
H 2.384 3.862 4.718 0.1061
H 1.070 2.658 3.016 0.1087

***

9
Properties=species:S:1:pos:R:3:lowdin_charge:R:1 method="wB97M-V/def2-TZVPD" relative_energy_ev=2.499
C 0.840 -0.326 -0.994 0.0629
C 0.494 -0.847 0.182 -0.1383
C -0.324 1.071 -0.439 -0.2410
C -0.548 0.162 0.817 -0.0793
O -0.772 2.061 -0.911 0.1182
H 1.370 -0.772 -1.783 0.0426
H 0.696 -1.839 0.383 0.0608
H -1.618 0.027 1.046 0.1175
H -0.138 0.464 1.699 0.0567

***

23
Properties=species:S:1:pos:R:3:lowdin_charge:R:1 method="wB97M-V/def2-TZVPD" smiles="Cc1cccc2c1CCNC2=O" relative_energy_ev=2.411
C 2.745 -1.544 0.082 -0.1195
C 1.839 -0.427 -0.155 -0.2250
C 2.344 0.937 0.067 -0.0437
C 1.578 2.068 0.199 -0.1263
C 0.256 1.930 0.133 -0.0248
C -0.328 0.659 -0.290 -0.0995
C 0.371 -0.519 -0.369 -0.0852
C -0.386 -1.887 -0.357 -0.1492
C -1.617 -1.847 0.492 -0.1765
N -2.476 -0.638 0.039 0.0722
C -1.809 0.633 -0.226 -0.3811
O -2.413 1.677 -0.020 0.0360
H 3.773 -1.177 0.288 0.0591
H 2.690 -2.625 -0.645 0.1630
H 2.582 -1.945 1.178 0.1089
H 3.496 0.860 0.059 0.1250
H 2.020 3.120 0.086 0.1404
H -0.535 2.713 0.331 0.1353
H 0.202 -2.583 0.159 0.0802
H -0.677 -2.116 -1.393 0.1309
H -2.168 -2.829 0.375 0.1252
H -1.289 -1.770 1.606 0.1422
H -3.421 -0.613 0.388 0.1126

***

12
Properties=species:S:1:pos:R:3:lowdin_charge:R:1 method="wB97M-V/def2-TZVPD" relative_energy_ev=4.029
H -2.550 0.365 -1.773 0.1401
N -2.326 -0.473 -1.047 0.1264
C -1.174 -0.345 -0.501 -0.4491
N -0.621 -1.206 0.623 0.0777
C 0.454 -0.421 1.258 -0.0682
N 1.209 0.796 0.955 0.1183
C 1.008 0.809 -0.438 -0.5402
N 2.090 1.090 -1.221 0.1050
H 2.887 1.356 -0.533 0.0740
O -0.184 0.469 -0.929 0.0657
H -1.477 -1.614 1.239 0.2029
H 0.685 -0.825 2.366 0.1477

***

11
Properties=species:S:1:pos:R:3:lowdin_charge:R:1 method="wB97M-V/def2-TZVPD" smiles="ON=C1COC1" relative_energy_ev=3.730
O -1.609 1.260 1.000 -0.0625
N -1.077 -0.025 1.137 0.0461
C -0.133 -0.159 0.311 -0.2634
C 0.805 -1.272 -0.071 -0.1039
O 1.394 -0.407 -1.065 -0.1072
C 0.491 0.675 -0.763 -0.1113
H -2.532 1.130 1.250 0.0921
H 0.337 -2.162 -0.518 0.1269
H 1.522 -1.582 0.698 0.1243
H 0.990 1.589 -0.420 0.1292
H -0.192 0.916 -1.587 0.1298

***

13
Properties=species:S:1:pos:R:3:lowdin_charge:R:1 method="wB97M-V/def2-TZVPD" relative_energy_ev=3.283
C -0.030 0.992 0.613 -0.1029
C 0.934 1.363 -0.599 -0.0202
C 0.685 -0.110 -0.699 -0.3746
N -0.166 -0.757 -1.428 0.1168
C -0.831 -1.558 -0.504 -0.1375
C -0.410 -1.327 0.765 -0.1331
N 0.636 -0.383 0.701 -0.0133
H -1.044 0.453 0.511 0.1317
H -0.105 1.624 1.492 0.1051
H 0.596 2.004 -1.414 0.1040
H 1.982 1.617 -0.332 0.1139
H -1.623 -2.213 -0.838 0.1004
H -0.749 -1.744 1.703 0.1098

***

# C17H41F9N2O11P2S2

A molecular structure, C17H41F9N2O11P2S2 in a non-equilibrium geometry (ωB97M-V/def2-TZVPD, the OMol25 dataset).

```
84
Properties=species:S:1:pos:R:3:lowdin_charge:R:1
C 6.407 1.098 2.896 -0.1923
C 5.537 1.913 1.818 -0.3917
P 4.469 0.839 0.676 0.9602
C 4.856 -1.008 0.872 -0.4057
C 5.439 -1.706 -0.450 -0.1784
O 2.789 0.988 1.095 -0.4933
P 1.916 1.851 -0.071 0.6317
O 2.591 3.246 -0.179 -0.3468
O 1.941 1.190 -1.629 -0.2105
C 2.155 -0.252 -1.643 -0.2526
C 1.065 -1.001 -2.601 -0.1363
C -0.090 -1.535 -1.589 -0.1993
C -1.530 -1.275 -2.251 -0.2011
C -2.638 -2.360 -1.842 -0.2008
C -3.319 -2.106 -0.410 -0.2469
C -2.524 -2.860 0.788 -0.4556
S -3.733 -3.128 2.177 0.9184
C -3.129 -2.198 3.659 -0.5394
N -2.027 -1.290 3.785 -0.0042
N -2.066 -0.930 5.118 -0.0228
C -3.154 -1.589 5.773 -0.0867
O -3.881 -2.412 4.837 -0.0563
O 0.262 2.058 0.357 -0.2330
C -0.172 3.412 0.088 -0.2205
C -1.750 3.642 0.111 -0.0360
C -2.593 2.448 0.810 -0.3272
F -2.023 2.262 2.095 0.0725
F -2.492 1.334 -0.061 0.0525
C -4.076 3.016 1.020 -0.3011
F -4.483 3.890 -0.042 0.0514
F -4.019 3.865 2.175 0.0543
S -5.420 1.754 1.324 0.9899
F -6.558 2.857 0.770 -0.1841
F -5.355 1.132 -0.218 -0.1614
F -4.387 0.621 1.962 -0.1649
F -5.668 2.371 2.885 -0.1867
F -6.679 0.700 1.637 -0.1642
H 5.727 0.296 3.371 0.0694
H 6.883 1.754 3.710 0.0763
H 7.240 0.498 2.362 0.0748
H 4.939 2.720 2.385 0.0951
H 6.283 2.463 1.130 0.0812
H 3.862 -1.545 1.124 0.0807
H 5.568 -1.257 1.729 0.0682
H 5.582 -2.823 -0.187 0.0825
H 6.448 -1.256 -0.786 0.0794
H 4.738 -1.685 -1.348 0.0455
H 3.171 -0.423 -2.166 0.1153
H 2.076 -0.767 -0.630 0.1042
H 1.587 -1.944 -3.001 0.1183
H 0.667 -0.323 -3.435 0.0875
H 0.081 -2.649 -1.344 0.1177
H -0.056 -0.992 -0.567 0.1025
H -1.386 -1.378 -3.395 0.1116
H -1.864 -0.201 -2.053 0.1081
H -3.480 -2.278 -2.630 0.1137
H -2.215 -3.429 -1.874 0.0961
H -3.450 -1.006 -0.132 0.0863
H -4.361 -2.604 -0.454 0.1031
H -2.172 -3.862 0.350 0.0601
H -1.589 -2.280 1.098 0.0825
H -3.422 -1.498 6.871 0.1322
H 0.354 4.189 0.762 0.1403
H 0.186 3.669 -0.982 0.1221
H -2.117 3.730 -0.968 0.1363
H -2.047 4.630 0.625 0.1447
O 0.357 0.546 -5.437 -0.0626
H 0.921 1.222 -5.841 0.0211
H -0.216 0.260 -6.159 0.0417
O 2.098 -0.962 3.201 -0.0684
H 1.866 -0.064 2.929 0.0149
H 1.274 -1.456 3.106 0.0264
O 1.716 3.552 -6.333 -0.0657
H 0.961 4.152 -6.367 0.0263
H 2.153 3.776 -5.502 0.0270
O -1.980 -5.807 -1.033 -0.0662
H -1.941 -6.422 -1.775 0.0449
H -1.487 -6.254 -0.331 0.0087
O -0.222 -6.682 1.573 -0.0504
H -0.130 -5.875 2.095 0.0454
H -0.496 -7.347 2.216 0.0478
O 0.809 5.331 -4.174 -0.0482
H 1.036 5.246 -3.239 0.0430
H 0.389 6.198 -4.235 0.0476
```

***

25
Properties=species:S:1:pos:R:3:lowdin_charge:R:1 method="wB97M-V/def2-TZVPD" relative_energy_ev=2.474 total_charge=+2
Sn -23.353 -22.879 26.779 1.7979
C -23.903 -17.949 25.957 0.0338
C -24.358 -18.904 27.057 -0.5473
O -24.454 -20.095 26.824 -0.1091
N -24.645 -18.387 28.237 0.0611
C -25.031 -19.158 29.460 -0.0098
H -22.967 -18.286 25.512 0.0757
H -23.719 -16.926 26.282 0.0932
H -24.720 -17.901 25.236 0.0993
H -24.714 -17.380 28.286 0.1539
H -24.146 -19.564 29.950 0.0869
H -25.596 -20.016 29.097 0.0745
H -25.633 -18.603 30.180 0.1018
C -23.477 -19.969 22.962 0.0219
C -22.225 -20.297 23.819 -0.4856
O -22.353 -20.821 24.939 -0.1550
N -21.041 -20.085 23.206 0.0488
C -19.717 -20.362 23.705 -0.0408
H -23.817 -18.952 23.158 0.0777
H -24.376 -20.509 23.259 0.0857
H -23.410 -20.013 21.875 0.0932
H -21.084 -19.771 22.247 0.1571
H -19.737 -20.850 24.680 0.0825
H -18.990 -19.557 23.815 0.1016
H -19.289 -21.078 23.004 0.1010

***

Number 1: E_tot -4457.51271 Ha. Number 2: E_tot -229.93612 Ha. Number 3: E_tot -517.58399 Ha. Number 4: E_tot -410.85522 Ha. Number 5: E_tot -322.43724 Ha. Number 6: E_tot -303.51542 Ha. Number 7: E_tot -3987.13839 Ha. Number 8: E_tot -710.63491 Ha.